# 1
{
  "formula": "C2H6F3InO2",
  "method": "the ωB97M-V functional and the def2-TZVPD basis",
  "symbols": ["In", "F", "F", "F", "O", "O", "C", "C", "H", "H", "H", "H", "H", "H"],
  "xyz": [[-2.42578, -0.07775, -0.78797], [-0.52913, 0.07052, -2.94124], [-2.13104, -0.49155, 2.14872], [-4.94449, -1.63870, -0.64893], [0.28784, -1.12383, -0.21867], [0.00233, 1.51112, 0.18216], [1.42487, -0.32681, -0.03516], [0.97401, 0.82548, 0.90044], [0.48002, 2.18906, -0.30138], [0.59811, 0.41896, 1.83934], [1.79904, 1.49409, 1.14618], [2.15076, -0.99697, 0.42537], [0.53108, -1.90751, -0.71694], [1.78236, 0.05385, -0.99192]],
  "atomic_forces_ev_per_a": [[1.5, -1.7, 1.1], [-1.9, 0.0, 1.8], [-0.2, 0.5, -2.3], [2.1, 1.4, -0.3], [-1.6, -0.5, -0.2], [-1.4, 1.0, -0.1], [0.3, 0.3, 1.0], [1.4, -1.6, -0.3], [-0.4, 0.1, -0.4], [-0.4, 0.0, -0.2], [0.2, -0.1, 0.0], [0.5, 0.4, 0.1], [-0.1, 0.0, -0.2], [0.1, 0.1, 0.0]],
  "lowdin_charge": [1.478, -0.519, -0.468, -0.499, -0.143, -0.116, -0.220, -0.227, 0.107, 0.125, 0.127, 0.127, 0.105, 0.123],
  "e_tot_ev": -19583.762,
  "homo_lumo_gap_ev": 5.06,
  "e_above_lowest_kcal_mol": 122.3
}

# 2
{
  "formula": "C2H6F4N2P2S",
  "method": "the ωB97M-V functional and the def2-TZVPD basis",
  "symbols": ["S", "P", "P", "F", "F", "F", "F", "N", "N", "C", "C", "H", "H", "H", "H", "H", "H"],
  "xyz": [[3.47071, -1.06083, -1.23906], [3.51105, 0.96411, 0.01150], [1.98210, -1.18591, 0.10618], [4.65199, 0.38566, 0.98234], [2.49506, -1.23982, 1.61343], [1.73737, -2.73108, -0.08612], [4.57107, 1.66542, -0.98546], [0.39235, -0.71621, 0.17519], [2.16620, 1.49916, 0.37606], [-0.31343, -0.62096, -1.19263], [-0.21805, -0.12940, 1.33547], [-1.35259, -0.56164, -1.06333], [-0.93462, 0.53686, 1.00561], [0.13152, 0.17490, -1.76434], [0.51826, 0.41849, 1.97844], [-0.09649, -1.48020, -1.70283], [-0.66167, -0.73936, 1.99969]],
  "atomic_forces_ev_per_a": [[-0.7, 1.5, 0.9], [2.4, 0.3, -1.2], [-1.5, -1.0, 1.7], [-0.9, 0.6, -0.5], [-0.7, 0.1, -1.5], [0.1, -0.3, 0.0], [-1.1, -0.4, 0.9], [0.7, -0.9, -1.9], [0.7, -0.8, 0.0], [2.2, 1.2, 2.5], [3.3, 2.4, -0.2], [-1.3, 0.4, 0.4], [-1.4, 1.7, -0.6], [-0.3, 0.8, -0.1], [-0.4, -0.1, -1.0], [0.4, -2.5, -1.3], [-1.6, -3.1, 1.8]],
  "lowdin_charge": [0.521, 0.269, 0.309, -0.223, -0.146, -0.199, -0.229, -0.311, -0.250, -0.022, -0.115, 0.076, 0.066, 0.081, 0.090, 0.040, 0.044],
  "e_tot_ev": -45436.051,
  "homo_lumo_gap_ev": 9.45,
  "e_above_lowest_kcal_mol": 72.4
}

# 3
{
  "formula": "C2H6F5Hf2O2",
  "method": "the ωB97M-V functional and the def2-TZVPD basis",
  "symbols": ["Hf", "Hf", "F", "F", "F", "F", "F", "O", "O", "C", "C", "H", "H", "H", "H", "H", "H"],
  "xyz": [[-0.94832, 2.97527, -1.85151], [0.16849, 1.39638, 2.61910], [-0.38616, 1.93087, 0.28391], [-2.02162, 0.96835, 2.40126], [-0.85060, 0.73291, -2.19948], [-1.79551, 4.37976, -0.18545], [0.89883, 4.10317, -1.04377], [-0.54495, -2.19600, -1.12959], [0.05736, -0.66966, 1.19827], [0.57360, -2.38016, -0.27735], [1.11935, -1.11265, 0.34513], [-0.52567, -1.25805, -1.37162], [0.21137, -3.04243, 0.51814], [2.10011, -1.23464, 0.80834], [-0.71754, -1.25317, 1.09139], [1.31801, -0.36394, -0.42803], [1.34324, -2.97602, -0.77873]],
  "atomic_forces_ev_per_a": [[3.3, 1.4, 7.0], [-8.6, -3.2, -7.1], [1.1, 0.0, 2.5], [6.4, 1.4, 1.4], [-0.2, 5.1, 0.8], [1.2, -3.7, -4.1], [-4.0, -3.1, -2.5], [0.6, 1.2, 0.9], [0.8, 3.1, 3.1], [-0.4, -1.3, -0.1], [1.0, -0.5, -2.1], [-0.4, -0.2, -0.8], [0.2, -0.1, 0.2], [-0.4, -0.4, 0.8], [-0.5, 0.1, 0.2], [-0.5, 0.2, 0.0], [0.3, 0.3, -0.1]],
  "lowdin_charge": [2.387, 2.574, -0.532, -0.330, -0.485, -0.482, -0.473, 0.028, -0.150, -0.185, -0.166, 0.061, 0.153, 0.149, 0.150, 0.132, 0.169],
  "e_tot_ev": -22428.016,
  "homo_lumo_gap_ev": 3.24,
  "total_charge": 3
}

# 4
{
  "formula": "C2H6F6NaO9S2",
  "method": "the ωB97M-V functional and the def2-TZVPD basis",
  "symbols": ["S", "S", "Na", "F", "F", "F", "F", "F", "F", "O", "O", "O", "O", "O", "O", "O", "O", "O", "C", "C", "H", "H", "H", "H", "H", "H"],
  "xyz": [[-0.50398, 2.16467, 3.13930], [0.79994, -2.55814, -2.45421], [-0.14111, -0.12972, 0.25117], [3.50135, -1.79850, -2.42268], [3.18456, -3.72085, -3.36593], [-1.74876, 4.52067, 2.51039], [2.58163, -2.01501, -4.42411], [0.39366, 4.63896, 2.50177], [-0.66623, 4.60761, 4.44944], [0.85714, -1.82562, -1.19333], [0.05669, -1.27293, 2.27525], [-0.34763, 1.78321, 1.69207], [-2.35603, -1.30537, -0.95264], [0.66428, 1.79511, 3.90729], [0.35348, -3.97284, -2.33594], [-0.04722, -1.79991, -3.42764], [-1.76042, 1.75771, 3.79556], [-0.38555, 1.04242, -1.98243], [2.66931, -2.53806, -3.19107], [-0.63620, 4.16963, 3.19228], [-2.94413, -0.78853, -1.50332], [-1.15308, 0.75728, -2.47822], [-0.27146, 1.96150, -2.22429], [-2.55806, -2.21465, -1.17314], [-0.01410, -1.12693, 3.21860], [0.47191, -2.13171, 2.19582]],
  "atomic_forces_ev_per_a": [[-1.0, -0.6, -0.4], [-3.2, -0.1, -1.2], [-0.1, 0.1, -0.2], [-0.5, -0.3, -0.5], [0.5, -1.3, 0.5], [0.2, 0.3, 0.8], [0.2, 0.6, 0.3], [0.4, 0.8, 0.4], [0.0, 0.3, -0.7], [1.0, -0.4, 0.3], [0.0, -0.2, -0.3], [-0.7, 1.1, 1.8], [0.0, 0.3, 0.4], [0.3, 0.6, 0.0], [1.7, 1.9, -0.1], [2.1, -1.2, 0.9], [1.0, 0.7, -1.2], [0.0, 0.1, 0.4], [-2.0, 1.0, 0.2], [-0.3, -3.4, -1.1], [-0.1, 0.1, -0.1], [0.0, -0.4, -0.2], [0.1, 0.3, 0.1], [0.2, -0.3, -0.1], [-0.1, 0.5, 0.2], [0.1, -0.3, -0.2]],
  "lowdin_charge": [0.534, 0.553, 0.460, 0.104, 0.144, 0.096, 0.098, 0.118, 0.131, -0.369, -0.031, -0.385, -0.021, -0.347, -0.371, -0.379, -0.363, -0.023, -0.624, -0.624, 0.041, 0.038, 0.052, 0.052, 0.057, 0.058],
  "e_tot_ev": -62995.482,
  "homo_lumo_gap_ev": 8.64,
  "total_charge": -1,
  "e_above_lowest_kcal_mol": 27.2
}

> Number 2 is which compound?

C2H6F4N2P2S